No. 1
Formula: C66H174B4CrF16N10O22
Source: the OMol25 dataset
Level of theory: ωB97M-V with the def2-TZVPD basis set

Geometry as ORCA input:
```
! RIJCOSX wB97M-V def2-TZVPD def2/J DEFGRID3
* xyz 7 4
Cr 3.75 -0.87 -0.57
C 7.43 -1.48 1.60
C 6.81 -2.08 0.28
C 6.55 -3.57 0.54
O 5.58 -1.60 -0.13
H 6.69 -1.34 2.39
H 7.69 -0.45 1.34
H 8.35 -1.93 1.97
H 7.55 -1.93 -0.50
H 5.87 -3.89 1.33
H 7.47 -4.15 0.63
H 6.17 -4.01 -0.38
C 0.18 -0.22 0.96
C 0.43 0.10 -0.57
C -0.10 1.59 -0.93
O 1.80 -0.10 -0.88
H 0.48 0.65 1.55
H 0.74 -1.11 1.24
H -0.91 -0.28 1.06
H -0.17 -0.59 -1.16
H -0.01 1.81 -2.00
H 0.51 2.30 -0.38
H -1.14 1.60 -0.61
C 8.05 3.07 3.06
O 7.28 3.73 2.19
C 7.11 2.99 1.00
C 5.68 3.51 0.48
N 5.38 5.04 0.71
H 4.55 5.26 0.18
H 5.16 5.15 1.69
C 6.38 6.04 0.07
C 5.69 7.40 -0.26
O 4.31 7.27 -0.53
C 3.52 8.44 -0.28
H 8.20 3.86 3.80
H 9.08 2.93 2.72
H 7.56 2.21 3.51
H 6.89 1.93 1.09
H 7.92 3.16 0.29
H 4.79 3.09 0.93
H 5.65 3.52 -0.61
H 6.59 5.45 -0.82
H 7.22 6.05 0.75
H 6.07 7.84 -1.18
H 6.03 8.09 0.51
H 3.53 9.13 -1.12
H 3.84 9.00 0.60
H 2.48 8.12 -0.33
C 0.34 1.07 -7.91
O 1.10 1.31 -6.69
C 0.36 1.47 -5.48
C 0.74 0.22 -4.72
N 0.58 -1.13 -5.54
H -0.43 -1.17 -5.62
H 0.97 -0.93 -6.45
C 0.95 -2.34 -4.68
C 2.41 -2.59 -4.64
O 3.03 -2.47 -5.92
C 2.79 -3.54 -6.82
H 0.87 0.55 -8.71
H -0.13 1.96 -8.33
H -0.42 0.31 -7.73
H -0.73 1.54 -5.54
H 0.70 2.40 -5.04
H 0.30 0.04 -3.74
H 1.82 0.32 -4.71
H 0.47 -3.12 -5.27
H 0.34 -2.37 -3.78
H 2.65 -3.50 -4.09
H 2.88 -1.73 -4.16
H 1.77 -3.90 -6.92
H 3.31 -4.44 -6.50
H 3.14 -3.29 -7.83
C -1.49 1.99 3.67
O -2.58 2.86 3.46
C -2.89 2.85 2.02
C -3.62 4.16 1.47
N -4.43 4.88 2.54
H -4.92 5.58 2.00
H -5.08 4.17 2.82
C -3.67 5.60 3.74
C -4.62 6.11 4.83
O -5.57 6.98 4.30
C -4.95 8.21 4.11
H -0.46 2.19 3.38
H -1.85 1.02 3.33
H -1.35 1.92 4.75
H -3.69 2.11 2.05
H -2.01 2.56 1.44
H -4.29 3.79 0.69
H -3.10 5.02 1.03
H -2.83 6.15 3.31
H -3.24 4.87 4.41
H -4.08 6.49 5.70
H -5.15 5.24 5.22
H -5.83 8.76 3.79
H -4.17 8.27 3.36
H -4.56 8.63 5.04
C -3.95 -0.72 -1.65
O -4.20 -0.64 -0.27
C -3.64 -1.57 0.58
C -4.29 -1.51 2.03
N -5.71 -1.91 2.00
H -5.74 -2.86 1.66
H -5.99 -2.12 2.94
C -6.88 -1.05 1.42
C -8.26 -1.15 2.10
O -8.15 -1.19 3.47
C -8.39 0.11 4.14
H -3.97 0.24 -2.16
H -4.80 -1.22 -2.11
H -3.07 -1.35 -1.77
H -2.60 -1.26 0.67
H -3.76 -2.58 0.19
H -4.32 -0.49 2.41
H -3.73 -2.16 2.70
H -7.05 -1.38 0.40
H -6.60 0.00 1.32
H -8.66 -2.15 1.96
H -9.03 -0.49 1.71
H -9.46 0.26 3.98
H -7.74 0.86 3.68
H -8.24 0.06 5.21
C 4.72 -3.60 4.04
O 4.48 -4.62 5.04
C 3.48 -4.38 5.99
C 3.49 -5.54 6.94
N 2.99 -6.89 6.34
H 3.10 -7.70 6.94
H 1.98 -6.80 6.38
C 3.45 -7.34 4.95
C 2.74 -8.73 4.77
O 1.39 -8.61 5.20
C 0.54 -9.67 4.83
H 4.98 -2.62 4.42
H 3.83 -3.41 3.44
H 5.50 -3.90 3.35
H 2.50 -4.34 5.51
H 3.56 -3.41 6.49
H 2.96 -5.34 7.87
H 4.52 -5.83 7.11
H 4.53 -7.46 5.03
H 3.19 -6.56 4.23
H 3.21 -9.50 5.38
H 2.79 -8.94 3.71
H 0.62 -9.72 3.75
H -0.50 -9.57 5.12
H 0.93 -10.64 5.16
C -4.08 9.13 -6.02
O -3.41 8.33 -6.91
C -2.11 8.80 -7.00
C -1.40 7.85 -7.95
N -1.76 6.38 -7.58
H -2.75 6.26 -7.43
H -1.56 5.81 -8.39
C -1.25 5.82 -6.32
C -1.86 4.48 -6.03
O -3.21 4.61 -5.73
C -3.95 3.36 -5.47
H -4.20 10.13 -6.46
H -3.66 9.23 -5.03
H -5.14 8.86 -6.00
H -1.61 8.85 -6.04
H -1.98 9.79 -7.44
H -0.32 7.94 -7.82
H -1.71 8.10 -8.97
H -1.39 6.52 -5.49
H -0.19 5.68 -6.52
H -1.38 4.02 -5.17
H -1.80 3.90 -6.95
H -4.00 2.52 -6.16
H -4.97 3.60 -5.17
H -3.41 2.95 -4.61
C -8.45 -8.57 -3.21
O -7.42 -8.25 -2.29
C -6.99 -9.22 -1.29
C -5.92 -8.67 -0.19
N -4.75 -7.97 -0.88
H -5.08 -7.03 -1.07
H -4.01 -7.90 -0.21
C -4.27 -8.54 -2.22
C -2.98 -7.89 -2.69
O -3.13 -6.51 -2.51
C -1.97 -5.66 -2.68
H -8.48 -7.69 -3.85
H -9.36 -8.51 -2.61
H -8.32 -9.54 -3.68
H -6.51 -10.09 -1.73
H -7.83 -9.70 -0.79
H -5.47 -9.53 0.32
H -6.31 -7.84 0.40
H -5.05 -8.73 -2.96
H -3.95 -9.51 -1.84
H -2.73 -8.09 -3.73
H -2.19 -8.23 -2.02
H -1.10 -6.01 -2.12
H -2.28 -4.67 -2.33
H -1.68 -5.56 -3.72
C -3.30 -9.48 6.13
O -3.68 -8.10 5.70
C -4.75 -8.02 4.83
C -4.65 -6.61 4.15
N -3.49 -6.27 3.21
H -3.19 -7.13 2.77
H -3.79 -5.66 2.45
C -2.28 -5.58 3.81
C -1.24 -5.11 2.83
O -1.86 -4.26 1.87
C -1.05 -4.07 0.71
H -2.43 -9.30 6.76
H -3.21 -10.16 5.28
H -4.06 -9.99 6.72
H -5.63 -8.12 5.47
H -4.78 -8.76 4.03
H -4.69 -5.76 4.84
H -5.42 -6.48 3.39
H -1.83 -6.45 4.28
H -2.65 -4.88 4.56
H -0.89 -6.01 2.32
H -0.50 -4.54 3.39
H -1.56 -3.45 -0.03
H -0.76 -4.91 0.08
H -0.11 -3.53 0.84
C 3.78 10.18 -3.90
O 3.56 8.79 -4.05
C 4.30 8.04 -5.04
C 3.72 6.66 -5.19
N 3.39 6.06 -3.85
H 4.07 6.06 -3.11
H 2.59 6.47 -3.39
C 2.98 4.60 -3.99
C 2.39 4.13 -2.68
O 3.00 4.73 -1.57
C 2.24 4.77 -0.38
H 4.42 10.66 -4.64
H 4.44 10.23 -3.04
H 2.89 10.81 -3.80
H 5.34 7.93 -4.75
H 4.20 8.54 -6.01
H 4.45 5.94 -5.59
H 2.80 6.67 -5.76
H 3.92 4.06 -4.02
H 2.36 4.42 -4.87
H 2.43 3.08 -2.40
H 1.32 4.34 -2.70
H 2.52 5.62 0.24
H 2.33 3.87 0.23
H 1.16 4.87 -0.54
C -0.43 -1.86 5.27
O 0.49 -0.75 5.32
C 1.75 -1.01 4.74
C 2.61 0.16 5.20
N 2.06 1.58 4.87
H 1.78 1.58 3.90
H 1.23 1.72 5.43
C 2.99 2.84 5.25
C 2.28 4.15 4.73
O 1.73 3.91 3.44
C 0.81 4.94 3.04
H -1.31 -1.68 5.90
H 0.07 -2.75 5.65
H -0.79 -1.96 4.25
H 1.94 -1.05 3.67
H 2.18 -1.88 5.24
H 3.55 0.26 4.66
H 2.73 0.19 6.28
H 4.00 2.79 4.84
H 3.11 2.99 6.33
H 2.97 4.99 4.64
H 1.51 4.31 5.49
H 1.35 5.84 2.74
H 0.13 5.13 3.87
H 0.25 4.48 2.23
B -2.91 -0.76 -5.39
F -3.44 0.41 -4.82
F -4.00 -1.55 -5.80
F -2.00 -0.43 -6.43
F -2.19 -1.33 -4.41
B 3.80 0.46 1.63
F 4.86 0.22 2.49
F 4.15 0.89 0.38
F 3.23 -0.72 1.45
F 2.75 1.28 2.14
B 2.89 -3.35 -1.08
F 1.69 -3.84 -1.39
F 3.85 -4.39 -1.11
F 3.25 -2.36 -1.96
F 2.93 -2.62 0.08
B 5.20 0.54 -3.03
F 4.66 1.57 -3.70
F 4.32 0.20 -2.00
F 5.30 -0.46 -3.87
F 6.43 0.98 -2.64
*
```

LUMO (spin up / spin down) = -0.4753 / -0.4753 Eh


No. 2
Formula: H4INP2
Source: the OMol25 dataset
Level of theory: ωB97M-V with the def2-TZVPD basis set

Geometry as ORCA input:
```
! RIJCOSX wB97M-V def2-TZVPD def2/J DEFGRID3
* xyz 0 1
N 1.46 0.78 1.20
P -0.08 -0.64 -1.22
P 0.04 0.49 0.58
I -3.13 0.49 -1.59
H 1.94 -0.04 1.49
H 1.04 -1.57 -0.76
H -0.89 -1.44 -0.49
H -0.38 1.91 0.80
*
```

LUMO (spin up / spin down) = -0.0538 / -0.1262 Eh
relative energy (zero: lowest compared OMol25 entry of this formula, charge and spin) = 55.4 kcal/mol


No. 3
Formula: C19H16I2PSn
Source: the OMol25 dataset
Level of theory: ωB97M-V with the def2-TZVPD basis set

Geometry as ORCA input:
```
! RIJCOSX wB97M-V def2-TZVPD def2/J DEFGRID3
* xyz 3 1
Sn -0.57 -1.69 -1.67
I -0.88 -4.10 -3.24
C 1.22 -3.94 -3.66
I 2.01 -2.07 -2.97
H 1.34 -3.97 -4.74
H 1.73 -4.74 -3.14
C 4.21 0.67 -0.14
C 3.29 1.36 -0.92
C 1.94 1.15 -0.75
C 1.50 0.24 0.23
C 2.43 -0.49 1.00
C 3.78 -0.26 0.81
P -0.22 -0.07 0.41
C -0.88 -0.22 2.01
C -2.25 -0.52 2.15
C -2.81 -0.56 3.40
C -2.01 -0.30 4.52
C -0.66 0.01 4.39
C -0.08 0.05 3.14
C -1.24 0.80 -0.80
C -1.71 2.09 -0.55
C -2.41 2.74 -1.56
C -2.63 2.13 -2.79
C -2.17 0.84 -3.05
C -1.48 0.18 -2.04
H 5.27 0.85 -0.26
H 3.64 2.09 -1.64
H 1.22 1.72 -1.33
H 2.10 -1.22 1.72
H 4.51 -0.80 1.41
H -2.87 -0.71 1.27
H -3.86 -0.79 3.52
H -2.46 -0.33 5.51
H -0.07 0.23 5.27
H 0.96 0.32 3.04
H -1.54 2.58 0.40
H -2.79 3.74 -1.38
H -3.19 2.65 -3.56
H -2.37 0.38 -4.00
*
```

LUMO = -0.4579 Eh
relative energy (zero: lowest compared OMol25 entry of this formula, charge and spin) = 13.1 kcal/mol